No. 1
This record from the Open Molecules 2025 dataset describes C37H30BrF7N5O5S2Sb2Ti as an isolated structure in a non-equilibrium geometry. The level of theory is the ωB97M-V functional and the def2-TZVPD basis.

Structure (XYZ):
```
90
Properties=species:S:1:pos:R:3:lowdin_charge:R:1
Sb -2.85 0.49 -0.74 1.4708
Sb -0.07 0.40 2.44 1.4773
Br 8.65 1.20 -0.47 0.7691
Ti 1.86 1.14 -1.21 1.0878
S 1.11 -1.38 -1.72 0.8999
S 0.74 0.27 -3.91 0.6127
F 2.56 -0.81 -5.47 0.1440
F -1.44 -4.73 -0.20 -0.0917
F 0.56 -0.77 -6.29 0.1545
F 1.72 1.06 -6.19 0.1412
F 0.70 -4.78 0.31 -0.0960
F 2.58 1.44 0.39 -0.3035
F 0.06 -4.36 -1.74 -0.1090
O 0.45 2.43 -1.07 -0.2146
O 2.53 -0.77 -1.58 -0.5422
O 0.42 -0.20 -0.92 -0.5857
O -0.45 1.00 -4.15 -0.2415
O 1.85 1.07 -3.30 -0.3964
N 1.45 3.25 -1.36 -0.0297
N 3.40 6.02 -1.14 0.1949
N 4.16 1.49 -1.64 0.0133
N 0.63 -1.13 -3.26 -0.3527
N -0.35 5.04 0.99 0.2164
C -2.85 -2.40 -1.91 -0.1115
C -5.80 0.63 -1.87 -0.1210
C 2.94 -2.68 1.45 -0.0761
C -6.85 2.02 0.29 -0.1077
C 1.73 -0.75 2.27 -0.4084
C 0.50 -0.44 5.39 -0.1264
C -0.24 -4.01 -0.41 -0.4367
C -0.05 1.88 5.15 -0.1533
C 1.48 4.35 -0.70 -0.2514
C -2.83 -3.36 -2.91 -0.0776
C -5.51 1.67 0.26 -0.1551
C 0.10 2.06 6.53 -0.1076
C 0.44 0.99 7.33 -0.1090
C 1.75 -1.97 1.60 -0.1367
C 6.09 2.43 -0.59 -0.0828
C 4.12 -2.18 1.98 -0.0985
C -2.96 -1.63 -4.57 -0.1017
C 0.45 4.71 0.24 -0.1294
C -3.20 -0.81 0.95 -0.3962
C -2.96 -0.68 -3.57 -0.1881
C 2.55 5.27 -0.95 -0.1546
C -2.08 -1.77 1.38 -0.3950
C 6.83 1.32 -0.96 -0.6769
C 0.15 0.63 4.57 -0.4027
C 4.90 0.44 -2.00 -0.0904
C 4.11 -0.96 2.66 -0.1045
C 2.93 -0.25 2.80 -0.1609
C -1.34 -1.34 2.64 -0.3819
C 1.44 -0.09 -5.57 -0.6804
C 4.76 2.46 -0.95 -0.1067
C 0.65 -0.26 6.76 -0.0953
C 6.24 0.31 -1.69 -0.0754
C -4.96 0.97 -0.81 -0.3915
C -7.68 1.67 -0.78 -0.1136
C -7.15 0.98 -1.85 -0.1012
C -2.91 -1.05 -2.22 -0.3932
C -2.89 -2.98 -4.24 -0.0909
H 4.39 -0.33 -2.56 0.1136
H -7.78 0.70 -2.69 0.0957
H -2.79 -2.74 -0.88 0.0703
H -2.87 -3.73 -5.02 0.0953
H -0.06 3.04 6.96 0.0946
H 0.92 -1.10 7.39 0.0975
H -1.36 -1.95 0.58 0.0338
H -8.73 1.94 -0.76 0.0923
H 2.94 0.70 3.32 0.0964
H 5.03 -0.56 3.07 0.0929
H -0.68 -2.13 2.99 0.0529
H -3.48 -0.14 1.78 0.0368
H 0.56 1.13 8.40 0.0937
H 6.79 -0.56 -2.00 0.1109
H 2.92 -3.62 0.92 0.1014
H -4.11 -1.36 0.69 0.0556
H -0.32 2.73 4.53 0.0812
H 0.69 -1.41 4.96 0.0991
H -2.99 -1.33 -5.61 0.0974
H 5.04 -2.73 1.86 0.0929
H -7.26 2.57 1.13 0.0946
H -5.41 0.07 -2.71 0.0828
H -2.97 0.37 -3.84 0.0859
H 0.84 -2.39 1.17 0.0538
H -2.75 -4.41 -2.64 0.1026
H -2.04 -1.12 3.45 0.0552
H 4.16 3.31 -0.66 0.0862
H -2.53 -2.75 1.58 0.1072
H 6.53 3.25 -0.03 0.1100
H -4.88 1.97 1.10 0.0884
```

Charge: -1
E_LUMO: -0.3520 eV
E: -7477.36466 Ha
2S+1: 1
Energy relative to the best compared isomer or geometry (same formula, charge and spin): 82.7 kcal per mole
Highest occupied orbital energy: -4.04 eV
Gap between HOMO and LUMO: 3.688 eV

---

No. 2
This record from the Open Molecules 2025 dataset describes C37H30ClN5PSSr as an isolated structure in a non-equilibrium geometry. The level of theory is the ωB97M-V functional and the def2-TZVPD basis.

Structure (XYZ):
```
76
Properties=species:S:1:pos:R:3:lowdin_charge:R:1
Sr -2.00 -0.08 -0.64 1.2347
Cl 1.26 0.08 1.49 0.6761
S -4.96 -0.30 -0.06 0.4548
P 1.10 -0.24 -1.68 0.9598
N -1.31 2.32 0.10 -0.0060
N -1.32 -1.85 -2.38 -0.1452
N -2.83 0.71 1.75 -0.0852
N -5.36 -1.62 2.23 0.0407
N -3.70 -0.10 2.38 -0.0144
C 0.93 -1.00 -3.22 -0.4252
C -1.64 1.41 4.81 -0.0031
C -2.22 1.67 2.30 -0.2236
C -3.30 3.02 4.04 -0.0399
C -2.83 2.92 6.39 -0.1037
C 0.07 -3.66 -1.50 -0.0431
C 0.50 3.89 -0.11 -0.0479
C 3.27 3.82 -2.30 -0.1507
C 4.04 -2.67 0.87 -0.1006
C -0.39 2.91 -0.60 -0.1645
C 1.76 2.15 -3.11 -0.1044
C -0.37 3.32 2.07 -0.0073
C -1.95 1.89 6.11 -0.0944
C -0.21 -2.82 -4.45 -0.0918
C -1.31 2.53 1.46 -0.2205
C 0.78 -2.76 -5.38 -0.1399
C -4.59 -0.65 1.57 -0.9453
C 2.02 1.29 -1.99 -0.3563
C -3.58 3.44 5.34 -0.0743
C -1.99 -2.93 -0.36 -0.1398
C -1.07 -2.78 -1.51 -0.4086
C 2.39 -1.00 0.68 -0.6295
C -1.78 -3.88 0.64 -0.1395
C 2.95 1.76 -1.06 -0.0893
C 4.04 -2.74 -0.52 -0.0814
C 3.57 3.03 -1.22 -0.1056
C 2.38 3.40 -3.30 -0.0830
C -0.64 -4.68 0.67 -0.1397
C 1.88 -1.74 -5.33 -0.1444
C 0.23 -4.50 -0.42 -0.1252
C -2.33 2.07 3.78 -0.1980
C 3.15 -2.02 -1.25 -0.0764
C 2.27 -1.11 -0.68 -0.4163
C 1.89 -0.97 -4.23 -0.2254
C 3.21 -1.78 1.51 -0.1033
C -0.47 -1.60 -3.55 -0.3789
C 0.49 4.09 1.23 -0.0442
H -1.45 1.43 6.94 0.0924
H -2.97 -2.52 -0.42 0.0249
H -4.87 -2.05 2.99 0.0708
H 4.30 3.39 -0.50 0.0984
H 1.11 4.48 -0.77 0.0986
H -3.84 3.43 3.18 0.1238
H -0.88 0.68 4.56 0.1163
H 3.16 1.27 -0.12 0.0724
H 0.98 1.84 -3.80 0.1072
H -0.84 -3.73 -4.38 0.0999
H 4.71 -3.49 -0.95 0.1038
H 2.23 4.00 -4.22 0.1064
H 3.22 -1.86 2.60 0.1057
H -2.87 3.21 7.41 0.0884
H -1.01 -0.86 -4.17 0.1118
H -4.36 4.21 5.50 0.1075
H 4.83 -3.21 1.31 0.0854
H 2.62 -1.89 -6.06 0.0450
H 3.16 -2.04 -2.36 0.1128
H 2.81 -0.38 -4.02 0.1044
H 0.85 -3.68 -2.25 0.0913
H 1.09 4.78 1.76 0.0993
H 0.86 -3.59 -6.05 0.0651
H -6.01 -2.13 1.64 0.0637
H -0.43 2.72 -1.69 0.1123
H -0.46 -5.22 1.56 0.0597
H 1.16 -5.09 -0.32 0.0956
H 3.72 4.80 -2.39 0.0892
H -0.21 3.35 3.14 0.1168
H -2.63 -4.08 1.25 0.0809
```

Charge: -1
E_LUMO: 2.0371 eV
E: -2932.19935 Ha
2S+1: 1
Energy relative to the best compared isomer or geometry (same formula, charge and spin): 28.0 kcal per mole
Highest occupied orbital energy: -2.81 eV
Gap between HOMO and LUMO: 4.845 eV

---

No. 3
This record from the Open Molecules 2025 dataset describes C37H30CsN4O4P as an isolated structure in a non-equilibrium geometry. The level of theory is the ωB97M-V functional and the def2-TZVPD basis.

Structure (XYZ):
```
77
Properties=species:S:1:pos:R:3:lowdin_charge:R:1
Cs 0.06 1.30 1.25 1.3009
P -0.52 -1.60 -0.99 1.1204
O -2.14 -0.13 0.85 -0.3841
O 1.03 1.80 3.74 -0.3046
O 1.65 2.49 -0.66 -0.2821
O -3.92 1.06 0.15 -0.0042
N 0.27 -2.00 2.69 0.1054
N 1.47 4.56 0.44 0.0172
N 1.32 3.87 1.67 -0.0827
N -1.94 -5.92 5.58 0.1320
C 1.19 4.15 4.05 -0.0853
C -0.72 -5.41 0.57 -0.0970
C -0.13 -3.30 -0.47 -0.3807
C -3.11 0.13 0.10 -0.6842
C 1.26 -0.05 -4.29 -0.0772
C 1.62 4.41 -4.32 -0.1146
C 1.57 3.74 -0.58 -0.5833
C 1.57 5.90 -1.98 -0.0468
C -2.60 -2.68 -2.51 -0.1095
C 1.58 4.50 -1.90 -0.1289
C 1.58 6.54 -3.21 -0.1196
C 0.63 -2.61 -3.43 -0.1136
C -3.88 -2.81 -3.02 -0.1025
C -2.29 -1.74 -1.53 -0.2824
C -4.58 -1.01 -1.59 -0.0363
C 1.21 -3.64 -0.32 -0.1120
C -3.30 -0.90 -1.05 -0.1104
C 0.62 -5.74 0.69 -0.1135
C 1.03 -2.88 3.33 -0.1274
C 1.25 -2.42 -4.66 -0.1022
C 1.62 3.78 -3.09 -0.0406
C -0.87 -4.00 4.19 -0.2411
C 1.56 -1.14 -5.09 -0.1056
C -1.68 -3.08 3.54 0.0028
C -1.09 -4.20 -0.01 -0.0903
C 1.59 -4.85 0.24 -0.1025
C 1.58 6.14 2.57 -0.0820
C -1.47 -5.07 4.96 -0.1855
C 1.36 4.65 2.70 -0.3906
C 1.06 2.83 4.47 -0.5637
C 1.60 5.80 -4.39 -0.1397
C 0.51 -3.91 4.10 -0.0243
C 0.31 -1.52 -2.63 -0.3592
C 0.65 -0.23 -3.06 -0.0735
C 0.95 2.57 5.98 -0.0691
C -4.88 -1.96 -2.55 -0.0985
C -1.06 -2.08 2.79 -0.1019
H -2.76 -3.12 3.60 0.1186
H -1.82 -3.33 -2.89 0.0881
H 0.48 0.62 -2.42 0.0927
H -5.89 -2.03 -2.95 0.0904
H -2.14 -3.95 -0.09 0.1057
H 2.10 -2.76 3.23 0.1121
H 0.10 3.10 6.41 0.0574
H 1.56 7.62 -3.25 0.0840
H 1.60 6.61 3.56 0.0468
H 0.41 -3.61 -3.09 0.0961
H 1.65 2.70 -2.99 0.0800
H 2.64 -5.09 0.34 0.0959
H 1.20 4.90 4.84 0.0622
H 2.52 6.35 2.05 0.0592
H 1.98 -2.94 -0.64 0.1125
H 2.05 -1.00 -6.05 0.0917
H 0.91 -6.68 1.15 0.0916
H 0.79 6.59 1.97 0.0604
H -1.49 -6.08 0.93 0.0983
H 1.85 2.90 6.51 0.0562
H -4.10 -3.55 -3.77 0.0904
H -1.63 -1.35 2.24 0.0699
H -5.32 -0.32 -1.22 0.1080
H 1.54 6.45 -1.05 0.0953
H 1.50 -3.28 -5.27 0.0914
H 1.64 3.82 -5.24 0.0835
H 1.16 -4.62 4.59 0.1099
H 1.60 6.30 -5.35 0.0794
H 0.82 1.50 6.14 0.0555
H 1.53 0.95 -4.61 0.0915
```

Charge: -2
E_LUMO: 3.7805 eV
E: -2309.50123 Ha
2S+1: 1
Energy relative to the best compared isomer or geometry (same formula, charge and spin): 4.4 kcal per mole
Highest occupied orbital energy: -0.52 eV
Gap between HOMO and LUMO: 4.302 eV